# 1
{"formula": "C44H62BrF3O35S", "method": "the ωB97M-V functional and the def2-TZVPD basis", "homo_lumo_gap_ev": 7.71, "species": ["C", "C", "S", "C", "C", "C", "C", "C", "F", "F", "F", "O", "C", "O", "C", "Br", "C", "C", "H", "H", "H", "H", "H", "H", "H", "H", "H", "H", "H", "H", "H", "H", "H", "H", "H", "H", "C", "C", "O", "C", "O", "O", "H", "H", "H", "H", "C", "C", "O", "C", "O", "O", "H", "H", "H", "H", "C", "C", "O", "C", "O", "O", "H", "H", "H", "H", "C", "C", "O", "C", "O", "O", "H", "H", "H", "H", "C", "C", "O", "C", "O", "O", "H", "H", "H", "H", "C", "C", "O", "C", "O", "O", "H", "H", "H", "H", "C", "C", "O", "C", "O", "O", "H", "H", "H", "H", "C", "C", "O", "C", "O", "O", "H", "H", "H", "H", "C", "C", "O", "C", "O", "O", "H", "H", "H", "H", "C", "C", "O", "C", "O", "O", "H", "H", "H", "H", "C", "C", "O", "C", "O", "O", "H", "H", "H", "H"], "positions_angstrom": [[4.8357, -2.5388, 2.4436], [3.9958, -2.8329, 1.0762], [2.2669, -2.1766, 1.2759], [2.3663, -0.3203, 1.6222], [1.3399, 0.4826, 0.6862], [1.3082, 2.0756, 0.9072], [1.8075, 2.5855, 2.3506], [3.2755, 3.2475, 2.2296], [3.2700, 4.3696, 1.3133], [3.7482, 3.6764, 3.5311], [4.2697, 2.3565, 1.7385], [0.0215, -0.1675, 0.8601], [-0.6744, 0.3796, 1.9895], [-0.3348, 0.2794, 3.2030], [1.7124, 0.2513, -0.9014], [3.6329, 0.5540, -1.3063], [0.7216, 1.0702, -1.9107], [1.4725, 2.2312, -2.7532], [4.5377, -1.4972, 2.8604], [4.6099, -3.3175, 3.2502], [5.9412, -2.5000, 2.1225], [3.8900, -3.9649, 0.8568], [4.4812, -2.2923, 0.1733], [2.1390, -0.2288, 2.7552], [3.4656, -0.0263, 1.4960], [0.2866, 2.5640, 0.6597], [2.0442, 2.5276, 0.1301], [1.7169, 1.8261, 3.1983], [1.1113, 3.4692, 2.6422], [-1.6755, 0.9225, 1.7633], [1.4989, -0.8676, -1.1087], [-0.2307, 1.4564, -1.3717], [0.3462, 0.3091, -2.7037], [0.6662, 2.7965, -3.3723], [2.1894, 1.7886, -3.5503], [1.9882, 3.0206, -2.0972], [0.6873, -5.8022, -0.8849], [0.3389, -6.6717, 0.2811], [1.6037, -6.9502, 0.8666], [2.4437, -5.9475, 0.4951], [3.5468, -5.7812, 0.9516], [1.8784, -5.1552, -0.4556], [-0.0928, -5.0735, -1.1089], [0.9041, -6.3798, -1.7877], [-0.2845, -6.1546, 1.0169], [-0.1597, -7.5919, -0.0210], [-1.1549, -7.7102, -5.2162], [-0.8030, -6.2777, -4.9599], [-1.2242, -6.0792, -3.6178], [-1.2386, -7.2989, -3.0182], [-1.3870, -7.4695, -1.8354], [-1.0632, -8.2982, -3.9248], [-0.4658, -8.1911, -5.9124], [-2.1769, -7.8306, -5.5877], [0.2737, -6.0928, -5.0235], [-1.3205, -5.5947, -5.6349], [1.4394, 6.6702, 1.8150], [0.7753, 7.9675, 1.4697], [-0.5000, 7.5580, 0.9947], [-0.7565, 6.3359, 1.5373], [-1.8195, 5.7759, 1.4776], [0.3453, 5.8302, 2.1573], [2.1319, 6.7665, 2.6529], [1.9690, 6.2319, 0.9655], [0.6374, 8.6130, 2.3423], [1.3169, 8.5217, 0.7013], [-3.3226, 1.1648, -0.5745], [-4.7032, 1.1747, -1.1522], [-4.4916, 0.7248, -2.4845], [-3.3316, 0.0089, -2.4849], [-2.9414, -0.6527, -3.4113], [-2.6705, 0.1417, -1.3017], [-3.3209, 0.9395, 0.4919], [-2.7935, 2.1089, -0.7399], [-5.3747, 0.4763, -0.6445], [-5.1533, 2.1685, -1.1419], [6.9391, -2.7678, -2.7133], [8.2453, -3.4306, -2.3987], [8.5746, -2.9013, -1.1229], [7.4091, -2.5033, -0.5418], [7.3048, -2.1640, 0.6068], [6.3776, -2.5406, -1.4293], [6.2850, -3.3996, -3.3167], [7.0684, -1.8056, -3.2179], [8.1543, -4.5179, -2.3178], [9.0202, -3.1931, -3.1296], [6.5904, 5.2374, 5.0601], [5.5029, 4.8240, 6.0036], [5.9766, 5.2841, 7.2610], [6.8490, 6.3001, 7.0131], [7.3056, 7.0231, 7.8571], [7.1357, 6.3908, 5.6847], [6.2108, 5.4771, 4.0654], [7.3750, 4.4806, 4.9680], [4.5495, 5.3138, 5.7837], [5.3515, 3.7434, 6.0168], [-5.3761, 5.3681, 2.8788], [-5.7274, 5.0887, 1.4504], [-4.8848, 3.9949, 1.1222], [-4.5694, 3.3683, 2.2866], [-4.0080, 2.3052, 2.3550], [-4.9697, 4.0962, 3.3629], [-6.2244, 5.7485, 3.4506], [-4.5398, 6.0668, 2.9755], [-6.7699, 4.7810, 1.3276], [-5.5299, 5.9412, 0.7981], [1.1339, -2.3225, -5.8349], [0.7688, -2.5687, -7.2663], [1.6305, -3.6343, -7.6411], [1.9770, -4.2879, -6.4977], [2.5610, -5.3388, -6.4673], [1.5751, -3.5993, -5.3941], [0.2856, -1.9777, -5.2409], [1.9557, -1.6078, -5.7288], [-0.2679, -2.8954, -7.3824], [0.9377, -1.6931, -7.8958], [-7.5153, 0.1936, 4.0818], [-7.8804, 1.5566, 4.5813], [-7.4433, 2.4113, 3.5350], [-7.4056, 1.6639, 2.3983], [-7.2385, 2.1149, 1.2930], [-7.5820, 0.3422, 2.6702], [-8.2083, -0.5762, 4.4252], [-6.4974, -0.0957, 4.3594], [-8.9597, 1.6797, 4.7104], [-7.3808, 1.8040, 5.5194], [-1.5839, -4.9735, -11.1262], [-1.2333, -3.5411, -10.8649], [-1.6599, -3.3466, -9.5241], [-1.6762, -4.5698, -8.9275], [-1.8276, -4.7459, -7.7473], [-1.4970, -5.5647, -9.8377], [-0.8918, -5.4525, -11.8208], [-2.6043, -5.0933, -11.5020], [-0.1566, -3.3559, -10.9240], [-1.7484, -2.8557, -11.5401], [-4.4198, 1.9363, 8.8270], [-5.0602, 3.2380, 8.4559], [-6.3376, 2.8436, 7.9746], [-6.6179, 1.6316, 8.5346], [-7.6901, 1.0854, 8.4742], [-5.5293, 1.1200, 9.1714], [-3.7335, 2.0343, 9.6698], [-3.8891, 1.4763, 7.9882], [-5.1958, 3.8984, 9.3177], [-4.5027, 3.7718, 7.6844]], "atomic_forces_ev_per_a": [[-0.0662, 0.3234, -0.9515], [0.8925, 0.9318, 0.4555], [-0.0631, 0.2258, -0.2305], [0.8806, -0.2290, 0.8163], [1.6102, -0.1849, -0.7301], [0.7128, 0.4532, -0.0594], [-0.2314, 1.5814, -0.2545], [0.5411, -0.7344, 0.1942], [0.2573, -2.5341, 2.5013], [-0.9952, -0.5142, -3.2558], [-2.2522, 2.2448, 1.1396], [-0.5138, 2.3369, 1.8316], [0.3441, -0.5511, 3.1938], [-0.8135, 0.3394, -5.2826], [-2.4891, -1.1696, 0.1782], [-0.8984, -0.2366, 0.4317], [0.5494, -0.0967, -0.8446], [-1.1140, 0.2950, -0.6082], [0.5739, -1.7315, -0.6856], [0.3903, 1.0373, -1.2300], [-1.8270, -0.2297, 1.0278], [0.1714, 2.3027, 0.4276], [-0.7365, -0.9535, 1.5965], [0.0452, 0.1410, -2.0956], [-1.6918, -0.1306, -0.0947], [1.5851, -1.1226, 0.4917], [-1.2455, -0.8508, 1.2705], [0.5736, 1.0270, -1.3630], [1.3440, -1.3839, -0.3711], [1.6256, -1.0353, -0.0926], [0.7558, 1.8628, 0.5451], [1.8159, -0.6243, -0.7468], [0.5395, 1.2317, 1.4642], [1.2357, -0.9039, 1.0907], [-1.0305, 0.7492, 1.6897], [-0.5878, -1.3506, -1.0101], [-0.5811, 0.2509, -0.6491], [-0.9220, -0.5521, 0.2205], [0.8220, 0.6328, -0.1355], [0.6496, -0.0226, 0.3633], [-1.0816, -0.6442, -0.4664], [0.5995, -0.3943, 0.6504], [0.2601, 0.0232, 0.0064], [0.0806, 0.0572, 0.1153], [0.0802, 0.0293, -0.0508], [0.2676, 0.1101, 0.1812], [-0.0915, -0.3496, -0.8515], [0.3302, 0.7337, -0.8279], [-0.1234, -0.7398, 0.6413], [-0.2412, -0.1080, 0.7684], [-0.0496, 0.0727, -1.2831], [-0.0409, 0.4662, 0.7144], [-0.0474, -0.0685, 0.2300], [0.0540, 0.0231, 0.0597], [-0.0519, -0.0720, 0.0478], [0.0106, -0.0248, 0.2466], [0.9532, -0.0572, 0.0108], [0.3559, 0.8206, 0.0050], [-0.2042, -0.7014, 0.2175], [-1.1415, -0.5220, -0.1013], [1.0881, 0.5671, 0.1002], [-0.6587, 0.1945, -0.2299], [-0.1589, -0.1874, -0.0255], [-0.0981, 0.0782, 0.0914], [-0.0210, -0.0543, -0.0517], [-0.2355, -0.0635, -0.0073], [0.2455, 0.4793, 0.9754], [-0.8120, 0.4045, 0.4444], [0.7701, -0.4411, -0.1929], [0.2948, -0.6192, -0.9177], [-0.3369, 0.6929, 0.9177], [-0.2483, -0.3654, -0.9015], [0.0050, -0.0120, -0.2232], [-0.0464, 0.0079, 0.0130], [0.0567, 0.0661, -0.0229], [0.0115, -0.1733, -0.1381], [-0.4518, 0.0688, -0.7770], [0.5298, -0.4976, -0.5189], [-0.4979, 0.2638, 0.2838], [-0.1461, 0.3529, 1.2977], [0.3660, -0.2848, -1.5063], [0.5254, -0.0036, 0.4396], [-0.0727, 0.1034, 0.2124], [0.0135, -0.0412, 0.0523], [-0.0262, 0.0780, 0.0144], [0.0276, 0.0262, 0.2365], [0.1712, -0.2959, -0.8466], [-0.6934, -0.5834, -0.1412], [0.4644, 0.4465, -0.0838], [0.5567, 0.8666, 1.0514], [-0.5184, -0.8002, -0.9571], [-0.1731, 0.0423, 0.6048], [0.1327, 0.1151, 0.1295], [-0.0585, 0.0420, 0.0309], [0.0693, -0.0190, 0.0031], [0.0167, 0.1468, 0.1735], [-0.1370, 0.8156, 0.4736], [-0.6244, 0.5620, -0.6142], [0.4129, -0.4912, 0.6667], [0.3241, -0.5849, -0.0869], [-0.4775, 0.8482, -0.0069], [0.3681, -0.5651, -0.5268], [0.1013, -0.2316, 0.0596], [-0.0113, -0.0962, -0.0443], [0.1119, -0.0900, 0.0359], [0.1491, -0.2237, -0.0258], [-0.2157, 0.7958, 0.5280], [-0.6960, 0.6022, -0.4977], [0.3156, -0.4126, 0.4736], [0.5890, -1.0442, 0.0807], [-0.6579, 1.0540, -0.0217], [0.2154, -0.5039, -0.5862], [0.1214, -0.1949, 0.0548], [-0.0119, -0.0764, -0.0023], [0.1174, 0.0376, 0.0928], [0.1093, -0.2041, -0.0410], [0.1115, -0.7839, 0.5253], [-0.2884, 0.2092, 1.0085], [0.0602, -0.3188, -0.8338], [0.1375, 0.2542, -1.0208], [-0.1558, -0.3999, 1.2045], [0.0557, 0.8049, -0.3497], [0.0627, 0.0500, -0.2292], [-0.0514, 0.0527, -0.0533], [0.0775, -0.0113, -0.0236], [-0.0385, 0.1518, -0.1830], [-0.0880, -0.4306, -0.8224], [0.3042, 0.6438, -0.6526], [-0.0951, -0.5982, 0.4431], [-0.1373, -0.2979, 0.9300], [0.1919, 0.1960, -1.1493], [-0.0649, 0.5096, 0.6393], [-0.0577, -0.0857, 0.2287], [0.0573, 0.0213, 0.0557], [-0.0646, -0.0449, 0.0377], [-0.0074, 0.0184, 0.2526], [0.9053, -0.1921, 0.1131], [0.4120, 0.8720, -0.0763], [-0.2057, -0.6839, 0.1674], [-1.2665, -0.7200, 0.0502], [1.3416, 0.7099, -0.0531], [-0.6780, 0.2497, -0.2639], [-0.1791, -0.1613, -0.0191], [-0.0539, 0.0364, 0.0394], [-0.0204, -0.0707, -0.0425], [-0.2352, -0.0576, -0.0173]], "mulliken_charge": [-0.7488, 0.6060, -0.1726, -1.1933, 0.5585, -0.3967, -0.6088, 0.5848, -0.2517, -0.2551, -0.2218, -0.0351, 0.5405, -0.5113, -0.7864, -0.1053, 0.6589, -1.0922, 0.2212, 0.2500, 0.2009, 0.1466, -0.1905, 0.3823, 0.4600, 0.3007, 0.0419, 0.5173, 0.1595, -0.0693, 0.7026, -0.3924, 0.0905, 0.3697, 0.2701, 0.2005, -0.0631, -0.2914, -0.3666, 0.5833, -0.6377, -0.3021, 0.3850, 0.0829, 0.2146, 0.3323, -0.3793, 0.2066, -0.2359, 0.5941, -0.5797, -0.3380, 0.3205, 0.2750, -0.0299, 0.1573, -0.2311, -0.4027, -0.3163, 0.5385, -0.5596, -0.1833, 0.3442, 0.2076, 0.2601, 0.3061, 0.1718, -0.0759, -0.3485, 0.4983, -0.5806, -0.2516, -0.0154, 0.2169, 0.1980, 0.1518, -0.3361, -0.3748, -0.3469, 0.5393, -0.5428, -0.1943, 0.3115, 0.2690, 0.2717, 0.2955, -0.2616, -0.1338, -0.3396, 0.5883, -0.5242, -0.3302, 0.2402, 0.2588, 0.2146, 0.2920, -0.4145, -0.4038, -0.2259, 0.7365, -0.6233, -0.3016, 0.3226, 0.3026, 0.2648, 0.3445, -0.3489, -0.0981, -0.3454, 0.6363, -0.5699, -0.1840, 0.2940, 0.2274, 0.0899, 0.3422, -0.3584, 0.0022, -0.2765, 0.6628, -0.5181, -0.3414, 0.3252, 0.2720, 0.2592, -0.0306, -0.3464, -0.3054, -0.2732, 0.6205, -0.5445, -0.2999, 0.2979, 0.2701, 0.2519, 0.2932, -0.2893, -0.2597, -0.3320, 0.6855, -0.5470, -0.3190, 0.2940, 0.2555, 0.2646, 0.2573]}


# 2
{"formula": "C4H3ClO", "method": "the ωB97M-V functional and the def2-TZVPD basis", "homo_lumo_gap_ev": 10.16, "relative_energy_kj_mol": 205.49, "species": ["C", "C", "C", "C", "H", "H", "H", "O", "Cl"], "positions_angstrom": [[-0.3681, -0.3000, 0.4646], [-1.2370, 0.9837, -0.0113], [1.0010, -0.2583, -0.0499], [2.0715, -0.4502, -0.4921], [-0.3135, -0.3432, 1.5659], [-0.9604, 1.2739, -1.0203], [3.0600, -0.3536, -0.8234], [-2.2354, 1.3571, 0.5420], [-1.0181, -1.9094, -0.1755]], "atomic_forces_ev_per_a": [[0.2906, 0.5837, 0.1018], [-0.9356, -2.5221, 0.2831], [-3.0527, 0.1069, 1.0971], [2.2352, 0.4661, -0.7358], [-0.4774, -0.1369, -0.4944], [0.3247, 0.6814, -0.3543], [0.6721, -0.3135, -0.3302], [1.2237, -0.0493, -0.0386], [-0.2806, 1.1838, 0.4713]], "mulliken_charge": [0.1747, 0.0092, -0.9490, 0.2183, 0.2775, 0.3396, 0.4887, -0.3970, -0.1622]}


Copy entry 2 word for word.
{"formula": "C4H3ClO", "method": "the ωB97M-V functional and the def2-TZVPD basis", "homo_lumo_gap_ev": 10.16, "relative_energy_kj_mol": 205.49, "species": ["C", "C", "C", "C", "H", "H", "H", "O", "Cl"], "positions_angstrom": [[-0.3681, -0.3000, 0.4646], [-1.2370, 0.9837, -0.0113], [1.0010, -0.2583, -0.0499], [2.0715, -0.4502, -0.4921], [-0.3135, -0.3432, 1.5659], [-0.9604, 1.2739, -1.0203], [3.0600, -0.3536, -0.8234], [-2.2354, 1.3571, 0.5420], [-1.0181, -1.9094, -0.1755]], "atomic_forces_ev_per_a": [[0.2906, 0.5837, 0.1018], [-0.9356, -2.5221, 0.2831], [-3.0527, 0.1069, 1.0971], [2.2352, 0.4661, -0.7358], [-0.4774, -0.1369, -0.4944], [0.3247, 0.6814, -0.3543], [0.6721, -0.3135, -0.3302], [1.2237, -0.0493, -0.0386], [-0.2806, 1.1838, 0.4713]], "mulliken_charge": [0.1747, 0.0092, -0.9490, 0.2183, 0.2775, 0.3396, 0.4887, -0.3970, -0.1622]}